C16H16ClN4O2ReS2Se as an isolated structure in a non-equilibrium geometry. Source: the Open Molecules 2025 dataset; level of theory: ωB97M-V with the def2-TZVPD basis set.

```
43
Properties=species:S:1:pos:R:3:forces:R:3
Re -0.75573 -0.51038 -0.77288 0.4 1.2 -1.2
C 5.68900 -2.15950 2.17694 0.0 0.1 0.1
C 4.51285 -1.29055 2.52964 0.3 0.0 0.3
C 4.47610 -0.53546 3.69949 0.0 0.0 0.0
C 3.32972 0.22048 3.90237 0.3 -0.1 0.2
N 2.31777 0.24336 3.06241 -0.2 -0.1 -0.4
C 2.43838 -0.52104 1.95136 0.0 -0.1 0.0
S 1.12377 -0.51741 0.82266 0.9 0.3 0.6
N 3.51588 -1.28409 1.66715 -0.5 0.1 -0.2
H 6.46852 -2.10501 2.93487 0.0 0.0 0.0
H 6.10648 -1.84868 1.22085 0.0 0.0 -0.1
H 5.36696 -3.19438 2.07867 0.0 0.0 0.0
H 5.29049 -0.53664 4.41147 0.0 0.0 0.0
H 3.21761 0.83888 4.79080 0.1 0.0 0.0
S 2.80525 -1.60802 -3.37514 0.2 0.0 -0.1
C 2.54196 0.07844 -3.53866 0.6 -0.3 -0.4
C 1.49203 0.45083 -2.80014 -0.6 0.3 0.6
N 0.88318 -0.57293 -2.11102 0.5 -0.1 -0.8
C 1.47425 -1.70995 -2.33921 -0.1 -0.2 0.1
H 3.17081 0.69954 -4.14904 0.0 0.0 0.0
H 1.13201 1.46278 -2.70593 -0.1 -0.1 0.1
H 1.14545 -2.63573 -1.89549 -0.1 0.0 0.0
O -1.57473 0.73865 0.68898 -0.6 1.2 1.1
H -2.26664 1.40046 0.56516 -0.1 0.0 -0.1
H -1.31670 0.68957 1.61843 0.1 -0.4 0.1
O -1.39226 -1.63435 -1.98156 -0.3 -0.8 -0.4
Cl -6.98004 2.91622 -0.02845 -0.1 0.0 0.0
C -5.43809 2.36854 -0.62475 -0.2 0.0 0.1
C -4.42520 3.27635 -0.80991 0.2 0.3 0.0
C -3.19750 2.83244 -1.28572 0.2 0.0 0.1
C -2.97006 1.49019 -1.57899 0.1 -0.1 -0.2
C -1.64906 0.98308 -2.07320 -0.1 0.4 0.4
C -4.02576 0.59578 -1.36980 0.0 -0.2 -0.1
C -5.24746 1.02709 -0.89929 -0.2 -0.2 0.0
H -4.58704 4.32308 -0.58808 0.0 0.0 0.0
H -2.39899 3.55099 -1.43330 0.0 0.0 0.0
H -0.98209 1.83847 -2.21663 0.0 0.1 0.0
H -1.81039 0.50093 -3.02780 0.1 -0.2 -0.2
H -3.86661 -0.45833 -1.56973 0.1 0.0 0.0
H -6.05056 0.32117 -0.73737 0.0 0.0 0.0
Se -1.85531 -2.30660 0.82045 -1.0 -1.5 0.2
C -2.60462 -3.36109 2.09388 0.1 0.3 0.5
N -3.10361 -4.05722 2.87652 0.0 0.0 -0.1
```
Forces are in eV/Å.

Output
frontier orbital gap (spin up / spin down) = 0.20152 / 0.22530 Ha
relative energy (zero: lowest compared OMol25 entry of this formula, charge and spin) = 2.017 eV
HOMO level (spin up / spin down) = -3.343 / -3.999 eV
charge = -1
multiplicity = 4

C16H16CoN4O3 as an isolated structure in a non-equilibrium geometry. Source: the Open Molecules 2025 dataset; level of theory: ωB97M-V with the def2-TZVPD basis set.

```
40
Properties=species:S:1:pos:R:3:forces:R:3
Co -0.87850 1.01504 2.00765 1.8 -0.8 -1.7
O -0.32612 0.70916 -1.98230 -0.3 0.6 0.5
C -0.34825 0.54464 -3.18706 0.8 -1.2 0.3
O 1.53622 -1.19286 -1.83416 -0.1 -0.5 -0.6
C 1.19971 -1.36760 -2.97153 -0.3 0.0 -0.9
O 1.61628 -2.38311 -3.78294 -0.5 1.0 -0.1
N 0.30837 -0.55135 -3.74446 0.4 0.1 1.1
C 1.20075 -2.12095 -5.16529 0.3 -0.5 -0.1
C 0.32065 -0.88694 -5.15522 -0.3 0.5 0.1
H 0.65326 -2.98135 -5.56074 0.3 0.0 0.3
H 2.09205 -1.93607 -5.76878 0.0 -0.3 0.2
H -0.70502 -1.08271 -5.49928 0.4 0.0 0.0
H 0.75735 -0.05784 -5.73344 -0.2 -0.4 0.0
C -1.01221 1.41236 -4.14196 -0.9 1.2 -0.2
C -1.53733 2.57945 -3.73416 0.3 -0.7 -0.7
H -1.06972 1.08704 -5.17903 0.0 0.3 0.3
H -1.50533 2.90065 -2.69910 0.1 -0.1 -0.1
H -1.98797 3.23946 -4.46394 -0.1 0.0 0.1
N 1.20454 0.18458 3.24872 -0.6 0.0 0.0
C 0.47175 -0.98393 2.91904 -0.6 0.2 0.1
C 0.48079 -2.08581 3.76691 0.0 0.0 -0.5
C -0.24214 -3.20251 3.34487 -0.1 0.4 0.1
C -0.84196 -3.24027 2.06737 0.3 1.0 -0.6
C -0.82969 -2.07418 1.28727 -0.1 -0.6 1.2
N -0.38261 -0.91309 1.86358 1.0 0.3 -0.1
C 1.76147 1.13214 2.35047 0.1 0.8 0.1
C 2.91124 1.84263 2.72156 -0.5 -0.5 -0.2
C 3.42855 2.73368 1.79004 -0.1 0.2 0.1
C 2.89880 2.77676 0.48782 -0.8 -0.9 0.0
C 1.74932 2.01805 0.20901 0.3 0.9 0.3
N 1.06440 1.42827 1.23258 0.0 -1.2 0.6
H 1.80963 0.03196 4.05772 -0.5 0.2 -0.1
H 1.02310 -1.97786 4.70883 -0.2 -0.6 -0.3
H -0.33821 -4.04508 4.01714 0.1 -0.1 -0.1
H -1.32799 -4.13306 1.67598 0.3 0.2 0.1
H -1.10719 -2.03596 0.22838 -0.4 0.2 0.6
H 3.29337 1.67574 3.73138 0.3 0.2 -0.5
H 4.24828 3.39139 2.07468 -0.1 -0.2 -0.1
H 3.33445 3.38780 -0.30151 0.0 -0.3 0.2
H 1.37311 1.83760 -0.80332 -0.3 0.5 0.4
```
Forces are in eV/Å.

Output
frontier orbital gap (spin up / spin down) = 0.22202 / 0.20964 Ha
relative energy (zero: lowest compared OMol25 entry of this formula, charge and spin) = 4.303 eV
HOMO level (spin up / spin down) = -14.863 / -14.863 eV
charge = +2
multiplicity = 4

One molecule with the formula C16H16N4OS in a non-equilibrium geometry. Source: the Open Molecules 2025 dataset; level of theory: ωB97M-V with the def2-TZVPD basis set.

```
38
Properties=species:S:1:pos:R:3:forces:R:3
C -1.94808 1.98013 3.08196 -1.5 0.5 -0.5
C -1.85056 0.49574 3.03778 0.7 -1.2 -0.9
O -1.29203 -0.18480 1.79860 -1.8 0.6 1.0
C -0.16063 0.20594 1.17288 1.7 -0.1 0.2
C 0.89660 0.81001 1.80343 0.2 0.3 2.4
C 2.08776 1.09883 1.16146 0.2 0.0 -0.3
C 3.17602 1.75703 1.80726 -1.2 3.4 3.0
C 2.88394 2.80137 2.92262 5.5 -2.2 -2.1
C 4.10266 3.27532 3.37690 -1.2 -0.7 -0.1
S 5.40898 2.55201 2.48469 -1.2 -0.1 -0.4
N 4.39876 1.62835 1.44823 1.6 0.5 1.2
C 2.31069 0.71623 -0.15138 0.1 -0.3 0.0
N 1.42712 0.00606 -0.78047 -4.1 -0.6 0.5
C 0.15332 -0.19335 -0.13558 1.5 1.4 -1.0
N -0.89297 -0.56940 -0.92052 1.6 -2.1 -1.5
C -0.79327 -1.44710 -1.99538 0.4 0.3 -1.4
C 0.44830 -1.97344 -2.56799 -3.0 -0.9 -0.1
C 0.28147 -2.74083 -3.74374 -4.0 0.8 0.0
C -1.02945 -2.84713 -4.33134 2.5 1.1 3.0
C -2.10799 -2.26244 -3.59492 -0.7 -3.8 -6.4
C -3.43228 -2.57609 -4.23974 0.7 0.3 -1.2
N -2.07204 -1.62134 -2.53415 3.0 2.3 4.2
H -1.38484 2.66573 2.51555 0.9 0.1 -1.8
H -3.00163 2.26850 2.98925 0.3 0.2 -0.1
H -1.61545 2.31488 4.00434 0.3 0.4 2.4
H -2.87487 0.15739 3.17408 0.1 -0.6 -0.8
H -1.39107 0.11683 3.95142 0.8 -0.2 -0.4
H 0.80661 0.95386 2.92360 0.2 0.2 -1.4
H 1.99589 3.14347 3.26060 -2.8 0.7 0.9
H 4.21940 3.93468 4.26113 0.2 -0.4 -1.0
H 3.22635 0.98523 -0.70848 -0.5 -0.3 0.6
H -1.84382 -0.46756 -0.67613 -0.8 0.3 0.9
H 1.35259 -2.07102 -2.01566 0.4 0.7 0.3
H 0.95562 -3.34804 -4.26869 1.7 -0.3 -0.1
H -1.12814 -3.52915 -5.14676 -0.5 0.0 -0.5
H -3.40989 -3.54829 -4.68707 0.0 -0.9 0.1
H -3.69237 -1.98126 -5.11470 0.3 0.7 0.2
H -4.21073 -2.50638 -3.56309 -1.7 0.1 1.4
```
Forces are in eV/Å.

Output
frontier orbital gap = 0.28138 Ha
relative energy (zero: lowest compared OMol25 entry of this formula, charge and spin) = 4.899 eV
HOMO level = -7.310 eV
charge = 0
multiplicity = 1

C16H16N6O2Pd as an isolated structure in a non-equilibrium geometry. Source: the Open Molecules 2025 dataset; level of theory: ωB97M-V with the def2-TZVPD basis set.

```
41
Properties=species:S:1:pos:R:3:forces:R:3
Pd 1.15369 -0.05551 -0.12594 -1.3 -0.3 -1.4
N -1.77409 -2.66838 1.47867 -0.7 -1.8 1.9
C -0.67534 -1.93647 1.29835 0.8 1.2 -1.3
N -0.43222 -1.26136 0.20338 0.0 -0.8 1.8
C -1.27300 -1.37218 -0.90477 -1.9 -1.2 1.2
N -1.00770 -0.70468 -1.97870 2.2 0.8 -0.9
N 0.23467 -0.19394 -1.91628 -0.8 -1.0 2.7
C 0.80326 0.61295 -2.78528 3.6 3.3 -2.2
C 2.08036 1.27497 -2.39677 -3.8 -1.9 -1.5
C 2.90523 2.09280 -3.19575 1.2 0.9 0.1
C 4.10114 2.58482 -2.63468 -1.9 -0.3 -2.1
C 4.43372 2.25249 -1.32502 0.8 -0.7 2.2
C 3.60890 1.41053 -0.57913 0.6 1.4 -1.3
N 2.46304 0.99783 -1.11525 0.2 -0.3 1.5
C -2.48642 -2.19358 -0.74892 0.3 0.4 -0.2
C -3.42620 -2.34032 -1.77477 0.2 0.9 -1.3
C -4.55705 -3.11394 -1.64149 -0.2 -0.9 0.2
C -4.79948 -3.77772 -0.43457 -0.5 0.0 -0.4
C -3.91837 -3.60836 0.62794 1.0 0.6 0.5
C -2.74070 -2.85010 0.47195 -1.0 -0.1 -1.0
H -1.77083 -3.29375 2.30901 -0.2 0.8 -1.1
H 0.05229 -1.89126 2.09312 0.0 0.0 0.2
H 0.36582 0.73814 -3.79080 0.3 -0.1 0.7
H 2.50582 2.33976 -4.19631 0.7 -0.1 0.6
H 4.78517 3.18974 -3.23788 -0.4 -0.1 0.2
H 5.36450 2.61887 -0.87675 -0.4 -0.2 -0.2
H 3.78299 1.07861 0.43962 0.3 0.2 -0.2
H -3.29563 -1.80431 -2.74953 0.2 -0.5 1.1
H -5.18077 -3.27354 -2.52885 0.0 0.1 0.6
H -5.68286 -4.42097 -0.31222 0.5 0.4 0.0
H -4.16368 -4.00516 1.61186 0.2 -0.2 -0.2
N 0.40483 3.32337 3.66473 -0.5 -0.2 0.4
C 0.48725 2.39452 2.52811 -0.2 0.2 -0.1
C 1.61464 1.38386 2.74604 0.3 -1.9 -1.0
O 2.11853 1.37168 3.97200 -1.0 1.6 -0.6
O 1.98530 0.57607 1.86816 -0.7 1.1 1.8
H -0.49966 3.23833 4.14921 0.7 0.1 -0.4
H 0.52813 4.30013 3.41050 0.1 -0.3 0.0
H 1.65906 2.22261 4.35451 0.7 -1.1 -0.2
H 0.72416 2.90800 1.59093 -0.3 -0.1 0.0
H -0.47850 1.85543 2.43158 0.8 0.1 -0.3
```
Forces are in eV/Å.

Output
frontier orbital gap (spin up / spin down) = 0.16037 / 0.15050 Ha
HOMO level (spin up / spin down) = -4.389 / -4.112 eV
charge = 0
multiplicity = 1

C16H16NO5P as an isolated structure in a non-equilibrium geometry. Source: the Open Molecules 2025 dataset; level of theory: ωB97M-V with the def2-TZVPD basis set.

```
39
Properties=species:S:1:pos:R:3:forces:R:3
C -4.27339 -3.09196 0.02987 -8.5 3.2 -6.8
C -4.36563 -1.60494 0.07665 -5.8 -1.2 1.4
O -5.43545 -0.98777 0.24036 0.8 -1.6 -0.3
N -3.28527 -0.94600 -0.06400 -2.4 -1.9 -0.3
C -3.08173 0.28178 -0.10827 -0.8 14.3 2.9
C -4.15351 1.30826 0.36628 3.1 -1.5 -1.3
C -3.87440 2.61397 0.55279 5.7 0.4 -3.2
C -2.50692 3.19267 0.06704 -2.3 -0.8 2.9
C -1.54159 2.27533 -0.18202 0.0 -0.6 0.1
C -1.75424 0.86037 -0.16913 -14.9 9.5 2.3
O -0.89815 0.13914 -0.44812 10.9 -10.9 -4.6
P 0.62668 0.20868 -0.19531 1.8 -4.5 -4.1
O 1.02177 0.63909 1.04407 1.9 4.6 8.2
C 1.56088 0.89401 -1.58319 -4.4 -1.2 -3.8
O 2.80847 1.26684 -1.43929 5.0 0.2 4.2
C 3.54592 0.49818 -0.37088 1.1 2.5 -3.8
C 4.71144 1.06000 0.14362 -5.2 7.2 -3.1
C 5.53013 0.53742 1.01255 6.3 14.1 0.4
C 5.52455 -0.65085 1.14563 -1.8 -18.9 4.9
C 4.35468 -1.41143 0.74358 0.2 1.4 -4.0
C 3.44024 -0.84251 -0.32510 2.9 -1.5 6.4
O 2.40733 -1.54617 -0.69634 5.8 -2.0 -4.8
C 1.28894 -1.53953 -0.11932 -8.5 -1.7 0.8
H 1.32601 -2.00847 1.01558 -0.7 1.2 -2.7
H 0.61445 -2.10444 -1.00508 0.9 0.4 3.0
H 4.33986 -2.49242 0.79909 -0.1 0.0 0.5
H 6.11762 -1.44590 1.86965 -0.7 2.9 -1.8
H 6.41080 1.31572 1.34351 -2.1 -2.3 -0.4
H 4.68589 2.23694 -0.02180 0.4 -2.6 0.2
H 1.59688 0.00189 -2.33613 -1.0 1.3 0.6
H 0.98354 1.77913 -2.03538 0.5 -1.4 0.4
H -0.49756 2.53935 -0.35873 -0.2 0.3 0.0
H -2.20874 4.26040 0.27049 -0.7 -1.2 -0.6
H -4.58723 3.32749 0.57824 -2.5 2.0 0.9
H -5.14120 0.98780 0.47295 -1.0 -0.5 0.2
H -2.46043 -1.25164 -0.16384 7.3 -5.4 -1.0
H -3.63242 -3.44891 0.55408 7.9 -4.1 6.8
H -5.28840 -3.56600 0.30391 1.7 0.8 -0.9
H -3.90983 -3.28557 -1.00800 -0.8 -0.4 0.4
```
Forces are in eV/Å.

Output
frontier orbital gap = 0.29279 Ha
HOMO level = -7.676 eV
charge = 0
multiplicity = 1